The following is a DFT calculation (ωB97M-V with the def2-TZVPD basis set) of 12 unconnected molecules or ions with the total composition C58H126O29 in a non-equilibrium geometry.

## Properties
Net charge: 0
SMILES string: CCOC(C)=O.CCOC(C)=O.CCOC(C)=O.CCOC(C)=O.CCOC(C)=O.CCOC(C)=O.CCOC(C)=O.COCCOCCOC.COCCOCCOC.COCCOCCOC.COCCOCCOC.COCCOCCOC
HOMO-LUMO gap, eV: 9.58
LUMO level, eV: 0.25
DFT total energy, Ha: -4467.06764
Largest force on an atom, eV Å⁻¹: 3.49
Spin multiplicity: 1

Last column: Löwdin charge in e.
Element x y z (Å)
O (-1.38841, 6.38705, -6.22398)  -0.199
O (-2.08330, -5.98361, -4.09987)  0.069
O (6.14888, -0.31881, -7.95291)  -0.035
O (-2.00928, -3.69160, -3.71698)  -0.039
O (3.52209, 9.09531, -4.50323)  -0.015
O (-6.38570, 4.74195, 8.57316)  -0.147
O (-0.28303, -9.21389, 3.14273)  -0.028
O (0.10679, -0.11854, 0.40630)  -0.140
O (-2.07414, -3.79952, -12.28754)  -0.187
O (1.06769, -0.00463, -2.42420)  -0.185
O (-4.98514, -4.99982, 8.93020)  -0.124
O (5.53435, 8.13020, -5.00208)  0.091
O (3.22894, -2.34579, 11.61768)  0.057
O (-2.01770, -9.04966, -14.12525)  -0.212
O (-3.15184, -6.67244, -12.62285)  -0.171
O (8.39813, -0.42791, -8.19419)  0.063
O (-7.44337, 7.32549, 8.16801)  -0.178
O (1.56727, -1.95598, 2.37400)  -0.210
O (0.52759, 6.30744, -8.49921)  -0.143
O (-4.76819, 2.80187, 6.46846)  -0.184
O (7.58468, -1.06893, 0.85010)  -0.009
O (-0.01261, 7.57995, 8.46402)  0.091
O (-1.49464, -7.64545, 1.94462)  0.107
O (7.99471, -1.69900, -1.27416)  0.086
O (-4.32779, -3.11271, 11.06097)  -0.186
O (-7.08238, -4.25045, 7.13227)  -0.190
O (3.65941, 6.18134, -10.23014)  -0.193
O (4.05890, -0.79233, 13.14947)  -0.043
O (0.28774, 7.23846, 6.19527)  -0.015
C (-5.18201, 4.07017, 5.78956)  -0.053
C (-3.22916, -9.05007, -13.30170)  -0.180
C (2.39263, -1.96804, 3.55042)  -0.092
C (4.71058, 9.01013, -5.10254)  -0.535
C (-1.95469, -6.16217, -13.26826)  -0.155
C (5.06568, -1.61342, 13.67692)  -0.241
C (-2.89632, -4.11987, -11.14447)  -0.076
C (8.42392, 0.06409, 0.73547)  -0.209
C (1.10577, -9.11187, 5.01763)  -0.076
C (-1.72363, -9.94473, 1.49219)  0.007
C (5.04166, 10.30906, -5.86085)  0.018
C (-2.15105, -4.60197, -13.43312)  -0.200
C (-0.34511, -1.17518, 1.17944)  -0.224
C (1.06249, 0.76939, -3.58615)  -0.117
C (4.21262, -1.37101, -8.86211)  -0.058
C (-0.54530, 7.26335, -8.28506)  -0.175
C (2.55617, 5.64673, -9.55128)  -0.218
C (0.34226, -1.25107, 2.54168)  -0.192
C (1.60631, 0.59376, -1.27110)  -0.212
C (-6.58241, -3.06726, 6.50445)  -0.095
C (-1.48017, -4.93570, -3.83485)  -0.476
C (4.84354, 5.31025, -10.07858)  -0.064
C (7.57202, 1.27619, 0.25823)  -0.054
C (7.47126, -1.86816, -0.19030)  -0.535
C (-1.14755, -8.78122, 2.18056)  -0.534
C (-3.98474, -4.50369, 11.00462)  -0.182
C (-2.14639, 5.35418, -5.60064)  -0.109
C (-3.56949, -2.01957, -3.68569)  -0.078
C (-4.89995, -5.45375, 7.55793)  -0.175
C (-3.70757, -4.90410, 9.56166)  -0.186
C (-4.37963, -2.57595, 12.34185)  -0.137
C (0.42191, -8.28727, 3.94676)  -0.232
C (1.55384, 6.63223, 6.41719)  -0.240
C (7.38007, 0.05271, -7.67566)  -0.535
C (1.53478, -0.21443, 0.05282)  -0.122
C (-4.71628, 2.94137, 7.86603)  -0.218
C (-7.66767, 5.08682, 9.09754)  -0.199
C (-6.32719, -5.44495, 6.93786)  -0.189
C (-7.88816, 8.69829, 8.29435)  -0.094
C (-0.35754, 7.70726, 7.31242)  -0.499
C (-3.06751, -8.05878, -12.20698)  -0.193
C (3.02047, 7.96118, -3.77598)  -0.203
C (3.70036, 7.94091, -2.40095)  -0.065
C (1.44028, 6.74544, -9.49739)  -0.171
C (-6.02183, 3.35451, 8.66196)  -0.160
C (-3.40223, -3.50074, -3.60819)  -0.247
C (2.09939, 6.22860, 5.05511)  -0.073
C (6.61318, -3.11675, 0.10045)  0.025
C (5.78190, -1.39144, -8.84820)  -0.168
C (-1.68950, 6.52283, -7.63979)  -0.185
C (7.42264, 1.05154, -6.53137)  0.020
C (-7.81150, 6.55918, 9.30859)  -0.228
C (3.20323, -1.22049, 12.14871)  -0.445
C (6.42457, -1.59617, 12.92828)  -0.052
C (2.14904, -0.14663, 11.76981)  0.023
C (-1.69274, 8.43888, 7.06664)  0.020
C (0.05452, -4.80771, -3.89138)  0.022
C (-2.07509, -9.96716, -15.21800)  -0.106
H (4.59100, 11.21361, -5.45244)  0.082
H (2.22035, 4.68757, -9.94541)  0.123
H (-2.63055, -3.41925, -10.35288)  0.086
H (-0.29687, 8.16814, -7.73030)  0.129
H (1.23836, 1.60136, -1.07753)  0.122
H (-1.93429, 9.11232, 7.88897)  0.085
H (-3.02010, -4.22828, 9.05298)  0.128
H (3.47296, 8.84864, -1.84203)  0.079
H (1.22072, -7.80348, 3.38467)  0.125
H (-4.44604, -6.44177, 7.48116)  0.119
H (3.32257, 7.04627, -1.90598)  0.074
H (0.93111, 6.90796, -10.44735)  0.120
H (-3.77376, -3.77049, -2.61960)  0.129
H (2.21022, -0.18211, 10.68211)  0.085
H (-1.78959, 8.94288, 6.10502)  0.077
H (6.83659, -0.58709, 12.91857)  0.074
H (3.36555, -2.42861, 3.37889)  0.080
H (-2.79708, -9.53741, -15.91238)  0.082
H (1.64895, 5.34610, 4.60079)  0.074
H (1.45539, 5.79275, 7.10544)  0.123
H (9.32919, -0.07658, 0.14491)  0.123
H (-0.92812, -10.41990, 0.91821)  0.096
H (-3.16705, -5.85063, 9.56309)  0.119
H (6.12921, -3.46974, -0.81020)  0.083
H (6.96240, 0.43761, -5.75718)  0.091
H (-3.19369, -1.68171, -4.65148)  0.082
H (-3.41652, -2.46340, 12.83970)  0.085
H (1.93442, 8.03763, -3.72356)  0.120
H (7.24397, -3.95618, 0.39299)  0.083
H (-2.32590, -10.98609, -14.92309)  0.085
H (-2.36376, 7.57994, 7.05752)  0.082
H (-4.27873, 2.01338, 8.23411)  0.120
H (6.10052, -2.28403, -8.30981)  0.121
H (3.87388, -0.41250, -9.25533)  0.070
H (-7.93644, 4.64907, 10.05890)  0.125
H (-1.11782, -6.27953, -12.57980)  0.120
H (2.02606, -8.74583, 5.47281)  0.075
H (-2.66448, 6.98211, -7.80284)  0.122
H (-8.96368, 8.85925, 8.22048)  0.086
H (-0.30780, -1.84863, 3.18077)  0.122
H (4.77411, 7.77406, -2.48647)  0.073
H (-3.10671, -4.65079, 11.63353)  0.120
H (5.60020, 5.93255, -10.55641)  0.086
H (-7.21206, -2.19510, 6.68049)  0.086
H (5.88216, -2.92442, 0.88576)  0.073
H (-7.39928, 9.20432, 7.46186)  0.083
H (7.11023, -2.27911, 13.42983)  0.071
H (3.19182, 7.01950, -4.29750)  0.120
H (0.25336, -3.90113, -4.46295)  0.081
H (1.83589, 7.71657, -9.19990)  0.123
H (-6.46119, -3.18409, 5.42754)  0.085
H (6.58607, 1.33385, 0.71940)  0.075
H (-4.92973, 4.04713, 4.72940)  0.078
H (2.07846, 7.05087, 4.33989)  0.078
H (-1.18366, -9.96346, -15.84526)  0.083
H (-4.78256, 5.01166, 6.16654)  0.081
H (1.93964, -1.21924, -0.06786)  0.127
H (2.27399, 7.30304, 6.88569)  0.123
H (0.46957, -5.67765, -4.40031)  0.083
H (3.14713, 5.94575, 5.15681)  0.073
H (-1.75195, 5.08411, -4.62106)  0.084
H (-2.14748, 4.46125, -6.22577)  0.080
H (2.65955, -0.92295, 3.70739)  0.081
H (-4.61913, -1.72725, -3.65577)  0.079
H (-2.18243, -10.56940, 2.25861)  0.094
H (-2.26091, -8.23056, -11.49423)  0.132
H (1.31612, -10.09330, 4.59263)  0.079
H (-3.98939, -8.13034, -11.62983)  0.127
H (-4.98115, -3.25175, 12.94977)  0.081
H (-1.66964, -6.73676, -14.14956)  0.110
H (4.61105, -2.59517, 13.80952)  0.117
H (-0.23704, -7.54408, 4.39570)  0.125
H (-4.93840, -1.64052, 12.37077)  0.088
H (-4.30143, -4.83866, 6.88597)  0.112
H (6.86202, 1.96511, -6.72933)  0.081
H (0.49277, -9.27549, 5.90394)  0.071
H (-1.50135, -4.29418, -14.25244)  0.120
H (3.75434, -1.56240, -7.89184)  0.073
H (-8.41128, 4.70498, 8.39802)  0.128
H (2.64922, 0.76871, -1.53534)  0.114
H (0.70426, 0.18325, -4.43245)  0.087
H (5.05254, 5.02207, -9.04834)  0.082
H (-5.93101, 3.00829, 9.69151)  0.119
H (0.39200, -4.66765, -2.86444)  0.085
H (-0.52113, -2.06585, 0.57625)  0.132
H (2.11154, 0.32687, 0.80278)  0.120
H (-8.83351, 6.79763, 9.60317)  0.122
H (4.76457, 4.39419, -10.66398)  0.079
H (6.12121, 10.39299, -5.98589)  0.081
H (-5.63328, -2.82030, 6.98012)  0.080
H (1.17741, -0.47022, 12.14304)  0.085
H (8.74819, 0.23448, 1.76208)  0.116
H (-6.79273, 2.77218, 8.15730)  0.119
H (-6.97763, -6.23655, 7.30986)  0.121
H (-3.16248, 5.73160, -5.48567)  0.084
H (3.82638, -2.12372, -9.54939)  0.069
H (-2.70320, -5.12027, -10.75716)  0.075
H (-0.89351, 7.69899, -9.22158)  0.117
H (-4.79459, -5.06327, 11.47273)  0.127
H (7.48137, 1.27887, -0.82799)  0.073
H (-3.30124, -10.00028, -12.77254)  0.126
H (6.40541, -2.04574, 11.93549)  0.072
H (-3.92305, 3.64431, 8.12053)  0.113
H (1.96649, -2.38269, 4.46396)  0.085
H (-6.26833, 4.13575, 5.85075)  0.079
H (-3.94097, -4.06953, -11.45149)  0.088
H (0.42181, 1.64284, -3.46482)  0.087
H (0.46105, -0.24888, 2.95349)  0.131
H (2.41882, 0.80422, 12.22940)  0.078
H (-4.11412, -8.79614, -13.88519)  0.133
H (-2.54271, -9.71190, 0.81174)  0.092
H (-7.44429, 9.17812, 9.16662)  0.083
H (-6.28122, -5.64726, 5.86778)  0.115
H (-1.82218, 5.49679, -7.98290)  0.115
H (4.76386, 10.14333, -6.90175)  0.080
H (6.26672, -1.29860, -9.82002)  0.123
H (-3.86711, -4.03566, -4.43634)  0.128
H (-7.21872, 6.90041, 10.15728)  0.125
H (-1.39653, -0.91986, 1.31142)  0.123
H (8.41889, 1.41415, -6.27818)  0.086
H (2.82604, 5.38721, -8.52760)  0.115
H (8.09729, 2.18213, 0.56069)  0.069
H (-3.07751, -1.54374, -2.83738)  0.083
H (-3.17208, -4.52903, -13.80762)  0.114
H (5.17396, -1.28570, 14.71083)  0.118
H (2.08698, 1.04749, -3.83349)  0.084